DFT (ωB97M-V/def2-TZVPD) results for a structure of composition C32H25ClIN7O5W.

```
72
C32H25ClIN7O5W ωB97M-V/def2-TZVPD
O -0.297 -0.197 2.009
C -3.810 -2.091 -0.615
C 1.190 -1.999 2.034
N 1.062 -1.903 0.689
N 1.945 0.782 0.819
H 3.244 0.976 -2.117
Cl 3.082 -3.974 4.949
C 2.526 -3.775 0.496
H 1.334 1.304 2.720
H -3.294 1.281 -5.220
C 0.750 0.569 -2.985
H -5.027 -1.671 1.203
H 3.636 1.571 3.600
C -0.719 0.846 -3.090
C 2.706 -3.842 1.859
C 2.022 -2.931 2.680
C 4.550 1.014 1.730
H -2.363 4.162 2.219
N 1.180 0.888 -1.601
H 3.016 -4.476 -0.165
O -5.906 -3.011 -1.092
C 1.336 -1.948 4.790
C 2.984 0.634 -0.018
N -1.349 0.955 -1.915
O -0.298 -1.370 -1.507
C -1.442 -1.907 -1.865
H 5.104 0.544 -0.302
C 2.196 1.138 2.089
C 2.579 0.426 -1.445
C 0.099 2.888 -0.404
H -1.831 1.744 1.970
H 0.908 2.859 -2.364
H -1.228 5.791 0.697
O -1.627 -2.507 -2.896
C -1.380 0.965 -4.301
N -0.537 2.021 0.398
C -1.390 2.488 1.322
N -3.040 -0.915 1.080
I -0.593 0.384 5.175
H -3.127 1.307 -0.938
C 2.074 -2.870 4.102
H -0.836 0.869 -5.231
H -3.390 -3.113 -2.820
C -3.399 1.335 -3.073
C 3.481 1.275 2.572
H 5.566 1.081 2.095
C -1.032 4.730 0.619
C -0.136 4.251 -0.322
C 4.298 0.702 0.402
H 1.553 -2.729 -1.126
H -4.461 1.529 -3.025
C -2.479 -1.693 -0.826
O -4.333 -3.320 -2.625
C -4.783 -2.850 -1.471
H 1.389 -1.921 5.870
C -4.116 -1.586 0.633
N -2.037 -0.980 0.204
H 0.945 -0.481 -3.195
H 2.090 2.741 -1.088
H -2.861 -0.542 2.002
H 0.380 4.931 -0.987
W -0.067 -0.086 0.049
C -1.666 3.830 1.463
C -2.662 1.209 -1.913
C 0.502 -1.024 4.118
H 2.623 -0.629 -1.722
C 1.111 2.380 -1.406
C 0.423 -1.054 2.751
C -2.746 1.199 -4.291
H 3.352 -4.586 2.303
H 1.323 1.172 -3.694
C 1.707 -2.790 -0.057
```

Summary:
- Net charge: +2
- E: -2818.59472 a.u.
- Kohn-Sham gap (alpha / beta): 6.882 / 6.881 eV
- Relative energy (zero: lowest compared OMol25 entry of this formula, charge and spin): 0.00 kJ/mol


DFT (ωB97M-V/def2-TZVPD) results for a structure of composition C32H25F3MgN3O2.

```
66
C32H25F3MgN3O2 ωB97M-V/def2-TZVPD
N -2.725 0.815 -0.343
C -3.395 1.901 -2.396
H -2.307 -1.772 -1.007
C 4.360 2.366 0.625
C -1.099 0.575 4.191
C -3.153 -0.172 3.163
C 1.513 -3.805 -1.557
C 2.299 -3.352 0.673
H -4.041 -1.933 -0.722
C 3.030 -5.322 -0.484
C 1.979 2.546 0.942
C -0.773 1.180 2.988
N 0.742 2.035 1.378
H 3.645 -4.798 1.503
H 3.131 0.620 2.884
H -3.993 2.754 -4.265
C 0.792 -1.748 -0.395
F 3.841 -7.224 0.662
C 0.546 1.869 2.695
H 0.909 -3.528 -2.410
N -1.605 1.131 1.959
C 2.261 -4.969 -1.583
Mg -0.724 1.105 0.188
C 1.996 3.761 0.239
H 3.195 5.210 -0.776
H 0.047 3.955 -0.644
H 5.282 1.812 0.764
C 3.196 4.264 -0.244
C 3.177 1.834 1.123
F 3.564 -7.405 -1.482
C -3.284 -1.798 -1.497
H 2.301 -0.079 1.494
H -1.987 3.287 -1.550
H 0.176 4.645 0.971
O 1.278 2.191 3.636
C 0.207 -0.678 -0.342
C -4.177 0.617 -4.280
C -3.497 0.423 0.683
H -4.546 0.573 -5.298
H -3.318 -2.650 -2.177
H 0.895 5.488 -0.416
H -0.406 0.640 5.017
C -3.527 -0.518 -2.243
C -3.997 -0.547 -3.550
C -3.242 0.724 -1.649
C 3.046 -4.512 0.648
C 3.895 -6.538 -0.503
H -4.092 -0.708 3.172
F 5.202 -6.228 -0.695
C -3.056 3.229 -1.774
H -3.594 3.373 -0.836
C 0.708 4.511 0.028
C 1.528 -2.970 -0.435
C 4.382 3.575 -0.049
H -3.302 4.046 -2.452
H -2.586 -0.610 5.185
H 2.303 -2.723 1.552
H 2.244 -5.613 -2.453
C -3.865 1.836 -3.701
O -4.674 0.051 0.672
H 4.081 -0.063 1.545
H -4.221 -1.505 -4.006
H 5.314 3.973 -0.432
C -2.309 -0.108 4.267
C 3.179 0.494 1.801
C -2.750 0.467 2.001
```

Summary:
- Net charge: -1
- E: -2049.07101 a.u.
- Kohn-Sham gap: 8.277 eV


DFT (ωB97M-V/def2-TZVPD) results for the molecule C32H25F6N3O3.

```
69
C32H25F6N3O3 ωB97M-V/def2-TZVPD
C 1.728 3.576 2.605
H 4.317 3.127 -1.312
H 4.594 5.374 2.416
H -0.606 -0.944 4.304
H 1.176 6.701 10.046
H 3.858 6.155 -2.446
C -3.080 7.895 10.086
C 0.573 3.217 3.512
H 0.095 8.081 8.847
H 4.295 8.558 -2.965
H 2.475 3.256 -0.698
H 5.472 6.698 1.510
H 0.693 2.659 0.948
O 1.303 -0.314 3.707
C 4.613 6.297 -0.432
H 2.156 5.936 8.709
C 6.326 3.550 -0.803
F 6.236 2.927 0.420
C -3.249 6.505 10.044
H 5.061 4.553 -2.173
H 5.369 10.016 -1.231
N 0.550 1.800 3.594
H 1.682 6.435 6.789
F 2.734 4.701 11.022
C 2.561 3.563 0.346
O -1.739 1.507 3.416
C -0.380 3.304 5.799
C -1.903 8.481 9.609
C -0.606 1.039 3.487
C 1.585 4.636 10.305
F 7.142 4.643 -0.613
H -3.870 8.530 10.491
C 4.960 4.006 -1.241
C -0.877 7.674 9.140
N 4.466 4.922 -0.215
C 1.586 3.206 1.267
H 3.104 4.297 4.096
H -2.355 4.599 9.470
H -1.751 9.562 9.610
C 2.893 4.194 3.035
H -1.326 3.508 7.740
F 1.609 3.485 9.552
F 0.533 4.503 11.186
C -1.047 6.278 9.073
H -0.357 3.524 3.001
C -0.592 3.894 7.037
F 6.951 2.708 -1.663
H -0.949 2.424 5.523
C 4.294 6.823 -1.701
C 5.183 7.122 0.552
H 5.944 9.074 1.022
O 2.851 1.343 3.970
C 0.498 3.868 4.879
H -4.160 6.050 10.444
N 0.072 5.517 8.700
C 1.097 5.097 5.187
C 3.775 4.733 2.105
C 1.706 0.990 3.774
C -2.256 5.689 9.501
C 0.191 4.992 7.413
C 4.550 8.163 -1.976
C 1.330 5.820 9.417
H 1.603 5.684 4.422
C 5.463 8.455 0.261
C 5.144 8.974 -1.000
C -0.128 -0.379 3.494
C 3.611 4.412 0.750
C 1.077 5.576 6.488
H -0.373 -0.854 2.531
```

Summary:
- E: -2223.63686 a.u.
- Structure (SMILES): O=C1COC(=O)N1C(c1ccc(N(CC(F)(F)F)c2ccccc2)cc1)c1ccc(N(CC(F)(F)F)c2ccccc2)cc1
- Kohn-Sham gap: 8.637 eV


DFT (ωB97M-V/def2-TZVPD) results for a cluster of 5 separate species, C32H25F9INO9P in total.

```
78
C32H25F9INO9P ωB97M-V/def2-TZVPD
C -4.923 -0.561 -1.828
C 5.633 -4.804 3.010
H -4.931 -3.281 -3.796
C 0.279 -1.724 0.506
C -1.523 -5.223 -4.230
H -8.293 -0.633 -2.625
C 1.210 8.345 4.346
C 3.123 -5.399 4.261
C -4.049 -5.201 -3.971
O 6.118 -7.081 3.367
C 5.321 -6.173 3.490
C -5.426 1.172 -3.488
C 1.207 -0.559 0.829
F 2.547 5.975 -0.788
H -0.623 -5.813 -4.341
C -2.795 -5.981 -4.133
H 0.642 1.380 0.087
H 2.151 -5.533 4.717
H 4.962 -2.803 2.800
H 3.793 -7.400 4.465
F 3.715 2.335 -2.226
F 3.321 1.282 0.540
O -2.814 -7.193 -4.183
O 3.163 7.173 4.928
H 0.753 0.152 -1.179
H 1.025 -0.120 1.814
F 1.144 4.976 -2.083
H 6.603 -4.670 2.548
H -5.166 1.991 -4.147
C -6.849 0.764 -3.496
C 2.327 7.403 4.080
C 1.461 7.023 1.815
O 2.645 -3.124 3.908
F 3.286 0.086 -1.292
C 2.372 4.900 -1.585
H -1.914 -1.294 -1.959
H 2.224 -0.972 0.871
O -2.743 -1.906 -3.972
H -4.963 -5.777 -3.899
C 3.437 -4.028 3.784
C 1.206 0.518 -0.265
C -6.355 -0.967 -1.832
H 0.454 -2.209 3.688
C 4.761 -3.809 3.145
O -0.490 8.213 1.239
H -3.481 0.852 -2.701
C -4.032 -3.873 -3.917
C 2.587 1.019 -0.578
F 1.524 3.652 0.185
C -1.504 -3.894 -4.176
C 2.545 3.639 -0.692
C -7.247 -0.354 -2.604
H -0.591 -3.317 -4.236
H 1.193 8.799 5.330
H -0.427 -3.526 1.391
H -0.529 9.291 3.591
I -2.148 0.814 1.246
F 1.541 2.280 -2.317
H 1.240 -3.099 1.843
C -4.525 0.566 -2.717
C -2.758 -3.117 -4.020
H -0.538 -1.208 2.898
C 0.292 8.608 3.421
P -1.390 -1.378 0.117
F 3.697 3.814 -0.010
H 3.197 6.075 2.572
F 3.267 4.965 -2.562
C 2.378 6.762 2.744
O -7.666 1.318 -4.204
O -1.299 -0.763 -1.443
H 1.483 6.563 0.840
C 3.998 -6.392 4.125
N -0.263 -2.180 2.975
C 2.592 2.303 -1.467
H -6.617 -1.787 -1.174
C 0.346 7.967 2.080
C 0.234 -2.706 1.674
O -4.120 -1.137 -1.135
```

Summary:
- Net charge: -1
- E: -3504.10501 a.u.
- Kohn-Sham gap: 3.660 eV